1.
This record from the Open Molecules 2025 dataset describes one molecule with the formula C3H2F2O2S in a non-equilibrium geometry. The level of theory is ωB97M-V/def2-TZVPD.

Results
ΔE to the lowest compared entry with this formula, charge and spin (kcal/mol): 0.74
Largest force on an atom (eV/A): 4.266
Energy (eV): -23507.0010
Multiplicity: 1
HOMO level (eV): -10.4
SMILES: O=C(S)C(=O)C(F)F

Each line ends with the natural charge from an NBO analysis.
Element x y z (Å)
C1 0.9729 -0.4710 0.1680  0.298
C2 -0.1512 0.5848 -0.0970  0.418
C3 -1.6187 0.2622 -0.0737  0.489
H1 3.1937 -1.1448 0.0937  0.172
H2 -2.0407 1.3097 -0.4593  0.174
O1 0.7139 -1.6978 0.1192  -0.504
O2 0.2464 1.7089 -0.3691  -0.442
F1 -2.0840 0.1251 1.2857  -0.341
F2 -1.8781 -0.8320 -0.8454  -0.298
S1 2.6458 0.1548 0.1779  0.035

Cartesian forces (eV/Å) of the 2 atoms listed first:
C -0.853 -4.049 -1.037
C 3.062 1.226 0.476

=====

2.
This record from the Open Molecules 2025 dataset describes one molecule with the formula CH6N4S in a non-equilibrium geometry. The level of theory is ωB97M-V/def2-TZVPD.

Results
ΔE to the lowest compared entry with this formula, charge and spin (kcal/mol): 55.89
Largest force on an atom (eV/A): 7.421
Energy (eV): -17926.3780
Multiplicity: 1
HOMO level (eV): -8.4
SMILES: NNC(=S)NN

Each line ends with the natural charge from an NBO analysis.
Element x y z (Å)
C1 0.2484 0.2815 -0.1102  0.219
H1 -1.1879 -2.2817 -0.2490  0.332
H2 0.2880 -2.2678 -0.3848  0.321
H3 -0.8437 -0.0811 -1.6772  0.391
H4 0.8648 0.8112 1.8437  0.417
H5 -1.1732 -0.8133 1.7310  0.346
H6 0.1653 -1.9571 1.7350  0.346
N1 -0.6339 -1.9789 -1.0444  -0.591
N2 -0.3958 -0.5424 -1.0308  -0.444
N3 0.6436 -0.0592 1.1506  -0.466
N4 -0.1179 -0.9258 1.8896  -0.657
S1 0.2453 1.8403 -0.5683  -0.214

Cartesian forces (eV/Å) of the 2 atoms listed first:
C -1.952 0.176 -0.977
H -1.575 0.757 -0.074

=====

3.
This record from the Open Molecules 2025 dataset describes one molecule with the formula C3H4BNO2 in a non-equilibrium geometry. The level of theory is ωB97M-V/def2-TZVPD.

Results
ΔE to the lowest compared entry with this formula, charge and spin (kcal/mol): 47.26
Largest force on an atom (eV/A): 9.550
Energy (eV): -9436.5369
Multiplicity: 1
HOMO level (alpha / beta) (eV): -9.7 / -9.9
SMILES: C=C(C#N)B(O)O

Each line ends with the natural charge from an NBO analysis.
Element x y z (Å)
B1 -0.5213 -0.7249 -0.0995  1.063
C1 1.9523 0.1555 -0.0338  0.222
C2 0.1426 1.9369 -0.0597  -0.198
C3 0.5814 0.3167 -0.1303  -0.451
N1 3.0592 -0.0391 -0.0223  -0.281
O1 -0.1808 -2.0937 -0.1087  -0.848
O2 -1.8843 -0.3476 0.1036  -0.867
H1 1.0134 2.4691 0.1819  0.205
H2 -0.8694 1.9723 0.1884  0.213
H3 -0.9927 -2.5000 0.1684  0.471
H4 -2.3004 -1.1452 -0.1881  0.472

Cartesian forces (eV/Å) of the 2 atoms listed first:
B -0.761 -0.981 0.746
C -2.687 -0.208 -0.540